Entry 1:
Computed, not measured: a 3-piece molecular cluster, C22H46BN2O5 overall, with ωB97M-V/def2-TZVPD.

The charge is +1. As for the multiplicity: 1. Its lowest unoccupied orbital energy is -0.101 Ha. The orbital gap comes out at 8.30 eV.

```
76
C22H46BN2O5 ωB97M-V/def2-TZVPD
H -1.9503 4.1218 -1.4533
H -4.8389 1.6815 1.9606
H 3.5548 -4.1261 0.1997
H -2.5389 0.7820 -1.6704
O 3.9696 -4.4623 2.1937
C -1.2596 0.1545 0.0270
H 0.4182 0.3043 -1.8982
H 9.6770 -5.7157 -2.6094
H 6.7021 -5.8046 -3.7052
H -0.8826 4.7565 1.1521
H 2.0384 -1.4354 1.5087
H -5.5579 0.2481 1.7651
N -4.6533 0.6939 1.8381
B -1.2716 3.0032 0.3120
H -7.1471 7.2914 0.5978
C -0.6879 1.5080 0.5416
C 1.8708 -3.5900 1.4960
H 0.3879 1.5732 0.3521
H -2.3475 0.9021 -4.2352
C -1.6909 0.1340 -1.4495
H 1.4001 -2.1072 2.9900
C -2.4320 -0.1211 1.0232
H 8.7754 -4.2859 -3.0801
H -3.7110 1.3593 0.0618
H -1.7595 0.5823 4.1359
O 7.2746 -5.5272 -0.6797
H 1.2934 -3.9585 0.6409
H 1.7015 -4.2949 2.3150
H -3.0959 2.8565 -1.0265
H 6.0598 -6.8716 -2.4271
H 5.8946 -3.6854 2.2577
H -0.2095 -1.5833 -0.6924
H 0.2983 1.6059 -3.9539
C 5.3660 -4.6203 2.0243
O -2.2369 0.1489 3.4134
H -5.6552 7.4085 2.7680
H -2.0554 -0.8907 -1.6079
H -4.3055 -0.2843 0.0031
H 5.6906 -5.3941 2.7202
C -3.8329 0.4537 0.6550
H -0.6411 -1.4928 2.2844
C -0.0800 -1.8826 1.4371
H 0.8262 -0.4537 0.1278
H -2.5459 2.5406 -3.6155
C 6.9600 -6.4381 -2.8545
C -1.8427 0.4789 2.2587
H -0.3338 1.7957 2.7130
H 5.6230 -4.9298 1.0062
H -2.5509 -1.1899 1.2086
H 3.8266 -2.6766 1.1774
C -0.5302 0.3751 -2.4428
C 8.9717 -4.9651 -2.2484
H -5.2801 5.7025 2.6135
O -0.6155 3.8263 1.1879
C 1.3563 -2.1994 1.9003
H -2.9635 4.3247 -0.0513
H -0.5078 -0.4491 -3.1642
H -6.7809 5.5841 0.4250
N -0.8661 1.2853 2.0205
C -1.8351 1.8573 -4.0829
H 7.6074 -7.2311 -3.2326
H -0.3448 2.5385 -2.6348
H -1.6181 2.2589 -5.0755
C -0.1468 -0.9535 0.2009
C -6.4251 6.5872 0.1815
C 3.3709 -3.6808 1.1878
H -0.5805 -2.8275 1.1882
C -5.0646 6.8186 0.7905
C -4.9733 6.7009 2.2941
H -3.9564 6.9022 2.6219
H -6.3742 6.7098 -0.8971
C 7.6907 -5.6301 -1.8103
C -2.3906 3.5729 -0.6122
C -0.5504 1.6661 -3.2645
O -4.0965 7.0808 0.1149
H 9.4095 -4.4177 -1.4181
```

From a Löwdin analysis of the wavefunction, the atomic charges in e read: 0.090 0.077 0.123 0.099 -0.199 -0.326 0.105 0.087 0.085 0.126 0.099 0.082 0.031 -0.441 0.089 -0.060 -0.156 0.154 0.078 -0.127 0.114 -0.118 0.085 0.087 0.170 0.060 0.110 0.121 0.044 0.081 0.091 0.123 0.110 -0.098 0.231 0.089 0.131 0.134 0.092 -0.179 0.083 -0.177 0.106 0.060 -0.023 -0.347 0.187 0.062 0.164 0.118 -0.189 -0.023 0.079 0.150 -0.188 0.071 0.121 0.083 0.213 -0.096 0.087 0.094 0.075 -0.105 -0.022 -0.244 0.119 -0.511 -0.026 0.079 0.084 -0.498 0.023 -0.243 0.059 0.082


Entry 2:
Computed, not measured: C16H11Cl2N3OPdS as an isolated structure, with ωB97M-V/def2-TZVPD.

The charge is 0. As for the multiplicity: 1. Its lowest unoccupied orbital energy (spin up / spin down) is -0.017 / -0.021 Ha. The orbital gap (spin up / spin down) comes out at 6.16 / 6.67 eV.

```
35
C16H11Cl2N3OPdS ωB97M-V/def2-TZVPD
C -3.1413 0.1004 -3.8800
H -6.1093 0.0782 -2.1966
C -5.0369 0.0678 -2.3655
C 4.6737 -0.0632 0.3805
H -2.7511 0.1369 -4.8944
C 3.6969 -0.0632 1.4049
C -2.7534 -0.0028 -1.4827
N 1.9997 -0.0632 -0.2923
H -2.9192 -0.4893 2.7020
Cl 5.6580 -0.0632 3.3471
C 1.2807 -0.0632 1.9737
H -1.1808 0.0334 -2.9646
C 1.6865 -0.0632 3.3371
C 2.3300 -0.0632 1.0177
C 3.0224 -0.0632 3.7346
H 0.0150 1.6286 -0.3264
H 2.5884 -0.0632 -2.2555
O 0.0491 -0.0632 1.6115
H 5.0391 -0.0632 -1.7482
H 3.2714 -0.0632 4.7903
S -4.4580 -0.0511 0.4002
C -4.1357 0.0112 -1.2891
C 2.9580 -0.0632 -1.2358
C 4.3030 -0.0632 -0.9554
H 5.7329 -0.0632 0.6193
Pd 0.0150 -0.0632 -0.3264
C -4.5156 0.1126 -3.6624
Cl 0.5241 -0.0632 4.6440
N -1.9936 -0.0632 -0.3264
H -5.1949 0.1584 -4.5112
N -2.3066 -0.1325 1.9798
C -2.2537 0.0423 -2.8003
C 4.0182 -0.0632 2.7744
H -1.3372 -0.4137 2.0729
C -2.7751 -0.0791 0.7221
```

From a Löwdin analysis of the wavefunction, the atomic charges in e read: -0.088 0.106 -0.080 -0.001 0.103 -0.166 -0.313 -0.065 0.107 0.682 -0.369 0.077 -0.551 -0.164 -0.141 0.059 0.113 -0.287 0.111 0.103 1.119 -0.480 -0.105 -0.046 0.096 0.767 -0.101 0.679 -0.080 0.102 0.112 -0.026 -0.614 0.018 -0.676


Entry 3:
Computed, not measured: CH3IN2O as an isolated structure, with ωB97M-V/def2-TZVPD.

The charge is 0. As for the multiplicity: 1. Its lowest unoccupied orbital energy (spin up / spin down) is -0.031 / -0.005 Ha. The relative energy (zero: lowest compared OMol25 entry of this formula, charge and spin) comes out at 106.98 kcal/mol. The orbital gap (spin up / spin down) comes out at 7.39 / 8.46 eV.

```
8
CH3IN2O ωB97M-V/def2-TZVPD
N -0.2527 -1.6816 1.5928
H -0.9119 1.1758 -1.6045
I 1.3661 -0.2483 -1.3039
H 0.2264 -2.4678 1.1452
O -0.5898 0.4646 1.0231
N -0.1665 -0.6593 0.9337
C -0.0218 1.2160 -1.0021
H 0.3502 2.2006 -0.7842
```

From a Löwdin analysis of the wavefunction, the atomic charges in e read: 0.096 -0.017 0.930 0.052 -0.065 -0.430 -0.546 -0.019


Entry 4:
Computed, not measured: C14H9N7O6SSn as an isolated structure, with ωB97M-V/def2-TZVPD.

The charge is 0. As for the multiplicity: 1. Its lowest unoccupied orbital energy is -0.087 Ha. The relative energy (zero: lowest compared OMol25 entry of this formula, charge and spin) comes out at 37.00 kcal/mol. The orbital gap comes out at 6.68 eV.

```
38
C14H9N7O6SSn ωB97M-V/def2-TZVPD
N 1.0093 -2.8279 0.5079
C -3.0353 0.9713 -3.0093
C -0.3190 4.1444 2.7058
C 0.4469 -3.7495 -0.0720
H 2.3352 3.9888 0.1557
H -0.2179 5.1860 3.0069
O 1.2585 0.0500 -1.3101
N 2.6417 -5.9051 0.0302
O 1.2632 1.2640 -3.2061
H -1.3549 3.8274 2.8105
C -1.6665 1.0416 -3.2437
O -1.9081 -0.6653 1.2669
N 5.2631 -3.3382 2.5255
O -4.0723 -0.0857 1.0317
H -1.2449 1.3483 -4.1899
C -2.5872 0.2754 -0.7790
C 2.8383 -4.9009 0.5564
S 0.0954 3.9588 0.9544
O -0.0875 2.4921 0.6903
N 2.1929 -2.6815 1.1718
N -1.8520 -6.2173 -1.2205
H 0.3259 3.4981 3.2978
Sn 0.2271 0.1030 0.7391
H -3.7335 1.2225 -3.7974
C 3.0838 -3.6719 1.2114
H -4.5645 0.5221 -1.5315
C -2.9250 -0.1915 0.6375
C 0.7090 0.6960 -2.2835
C -1.1094 -5.3706 -0.9822
N -0.2551 -4.3992 -0.7764
N -1.2888 0.3467 -1.0243
O 2.3521 -1.5998 1.7278
H 2.2563 3.4642 1.8581
H 2.0824 5.2036 1.4383
C -0.8150 0.7126 -2.2050
C 1.8831 4.1788 1.1270
C -3.5108 0.5861 -1.7614
C 4.2839 -3.4774 1.9411
```

From a Löwdin analysis of the wavefunction, the atomic charges in e read: 0.179 -0.023 -0.238 -0.092 0.061 0.060 -0.219 0.215 0.068 0.060 0.023 -0.222 0.208 0.063 0.123 -0.169 -0.161 0.896 -0.716 -0.213 0.189 0.062 1.481 0.112 -0.170 0.123 -0.624 -0.619 -0.263 0.227 0.032 -0.042 0.062 0.060 -0.175 -0.236 0.022 -0.145


Entry 5:
Computed, not measured: a 11-piece molecular cluster, H32N6O8S overall, with ωB97M-V/def2-TZVPD.

The charge is +4. As for the multiplicity: 1. Its lowest unoccupied orbital energy is -0.460 Ha. The orbital gap comes out at 8.30 eV.

```
47
H32N6O8S ωB97M-V/def2-TZVPD
N -1.1707 2.3083 2.4210
H -2.0391 -1.2044 1.0995
H 1.6976 2.4185 0.0407
H -2.7797 0.5746 0.1758
H -1.7658 3.0156 2.0138
O 2.0259 -2.6910 -2.3321
N 2.1565 3.3020 0.2109
O -0.8954 -2.7298 -1.8714
H 2.6900 -2.8430 -1.6596
H 2.6330 3.6027 -0.6273
H 0.7780 -1.7355 1.7002
S -0.2478 0.0967 -0.0005
N 0.8246 -2.2045 2.5936
H -1.7315 2.0490 3.2199
H 0.9588 -1.7281 3.4740
N 3.0625 -0.3976 0.5524
H 3.3525 0.3998 1.1003
H -1.3233 0.6008 -2.6796
H -1.9951 -2.6938 1.7480
H -3.4724 -1.9673 1.6365
N -1.6159 1.0576 -3.5316
O 0.4107 -1.1641 0.3423
O -3.6027 0.9756 -0.1039
H -0.2794 2.6692 2.7300
H 3.3906 -0.4424 -0.4018
H -0.8643 -1.8725 -1.4467
H -1.3686 2.0287 -3.4056
H 1.2494 0.5272 -1.8552
H -1.1690 1.4386 1.9074
H -1.6876 -3.1406 -1.5251
H -1.0318 0.8542 -4.3302
H 1.3907 -3.0334 2.4809
O 2.0976 0.5595 -2.2978
O -1.3950 0.2716 0.8348
H -2.6310 -2.4449 0.2726
H 2.3587 1.4791 -2.2493
O -0.7476 0.0212 -1.3711
H 1.1938 -2.8602 -1.8902
H 2.0575 -0.3226 0.4858
N -2.5642 -2.0608 1.2044
H -3.4596 1.9161 0.0022
H -2.5755 0.8854 -3.7953
H 3.1936 -1.3126 0.9596
H 1.4317 4.0053 0.2245
H 2.7765 3.3546 1.0066
H -0.0423 -2.7080 2.7167
O 0.7249 1.1452 0.2202
```

From a Löwdin analysis of the wavefunction, the atomic charges in e read: 0.338 0.040 0.032 -0.074 0.164 -0.018 0.337 -0.007 0.022 0.162 0.013 0.335 0.332 0.164 0.168 0.342 0.154 0.032 0.138 0.178 0.343 -0.333 -0.029 0.153 0.144 -0.036 0.152 -0.028 0.035 0.046 0.163 0.169 -0.008 -0.367 0.143 0.040 -0.293 -0.015 0.034 0.364 0.038 0.167 0.151 0.159 0.164 0.135 -0.344


Entry 6:
Computed, not measured: a single C14H23N3O4 molecule, with ωB97M-V/def2-TZVPD.

The charge is 0. As for the multiplicity: 1. Its lowest unoccupied orbital energy is 0.020 Ha. As for the SMILES: CCOC(CCc1c(C)nc(NC(C)=O)[nH]c1=O)OCC. The relative energy (zero: lowest compared OMol25 entry of this formula, charge and spin) comes out at 0.00 kcal/mol. The orbital gap comes out at 8.95 eV.

```
44
C14H23N3O4 ωB97M-V/def2-TZVPD
C 0.8017 1.1847 0.2289
O 1.2767 -2.1536 1.4271
C 2.9561 0.5145 -0.0806
H -1.4233 0.5871 1.6256
C -5.0778 2.4035 0.5485
C 1.4474 -1.0523 0.9481
C -0.1624 2.3143 0.0504
H -5.0801 2.5848 -0.5229
H 7.3948 -0.0210 -1.0677
H 6.7995 1.5682 -0.5528
H -1.5437 -0.3823 -0.8021
H -4.5585 -2.4629 -2.0818
C -4.3391 -0.3498 -2.4643
H -5.3784 -0.1207 -2.2418
H -0.3211 2.8148 1.0052
H -5.6180 0.3135 0.3671
O -3.5717 0.5734 0.2963
H -6.0356 2.7047 0.9634
C -4.8351 0.9297 0.8273
H -4.2293 -0.4773 -3.5386
H -1.5032 -1.9707 -0.0060
H -3.7226 0.4839 -2.1395
C -3.9196 -1.6361 -1.7585
C -0.9327 -0.3181 1.2690
H -2.8820 -1.8823 -2.0142
H 0.2547 3.0321 -0.6497
C 6.5559 0.6673 -1.1119
H -4.2895 3.0011 0.9986
O 5.3281 -1.1177 -0.0717
C -1.7592 -0.9192 0.1232
H -1.1256 1.9605 -0.3069
H 4.2966 1.7429 -0.9326
N 2.0649 1.4435 -0.2153
O -4.0889 -1.6185 -0.3491
C 0.4581 -0.0045 0.8049
C 5.3384 0.0051 -0.5212
C -3.2558 -0.7902 0.4177
N 2.7150 -0.6896 0.4678
H -3.4627 -1.1262 1.4501
H 6.3678 0.9401 -2.1481
H -4.8406 0.7336 1.9109
H -0.8739 -1.0405 2.0843
N 4.2285 0.8120 -0.5438
H 3.4769 -1.3660 0.5304
```

From a Löwdin analysis of the wavefunction, the atomic charges in e read: -0.261 0.072 -0.330 0.114 -0.064 -0.405 -0.013 0.073 0.088 0.088 0.121 0.122 -0.066 0.077 0.093 0.119 -0.123 0.074 -0.259 0.075 0.135 0.066 -0.244 -0.126 0.111 0.078 0.007 0.074 0.079 -0.097 0.071 0.153 0.151 -0.088 -0.108 -0.492 -0.398 0.227 0.167 0.088 0.125 0.124 0.160 0.142


Number 1: total energy -1376.22699 a.u.. Number 2: total energy -2302.23238 a.u.. Number 3: total energy -522.14643 a.u.. Number 4: total energy -1985.97070 a.u.. Number 5: total energy -1346.29121 a.u.. Number 6: total energy -1012.55345 a.u..